{
  "formula": "C2H7N3O",
  "method": "ωB97M-V with the def2-TZVPD basis set",
  "symbols": ["C", "N", "N", "C", "O", "N", "H", "H", "H", "H", "H", "H", "H"],
  "xyz": [[0.0040, -0.6838, -1.0250], [-0.0344, 0.2225, -2.0428], [1.3026, 0.5491, 2.0494], [0.4607, 0.2190, 1.0573], [-1.7651, -0.1163, -0.3912], [0.8376, -0.4376, 0.0246], [-2.3661, -0.6515, 0.1369], [-0.0096, -1.7261, -1.3506], [-0.4216, 1.1034, -1.6968], [-0.6095, -0.0921, -2.8133], [0.9421, 0.8504, 2.9373], [2.2858, 0.3461, 1.9614], [-0.6265, 0.4168, 1.1527]],
  "forces_ev_per_a": [[-1.4009, 0.6757, 0.4583], [0.0162, 0.3144, -0.4286], [0.1579, 0.2290, 0.1620], [-0.7005, -0.8554, -0.2667], [0.8100, -0.5950, -0.6100], [0.4140, 0.4390, 0.4635], [0.1333, -0.3344, 0.0249], [-0.4444, 0.1767, 0.2343], [0.3683, -0.1719, -0.1317], [0.0183, -0.0473, 0.0989], [0.0793, 0.0427, -0.1568], [-0.1301, -0.0537, 0.0415], [0.6787, 0.1802, 0.1104]],
  "spin_multiplicity": 1,
  "homo_energy_ev": -8.984,
  "e_tot_ev": -8703.7869,
  "lumo_ev": 0.907
}



{
  "formula": "C2H7N3O",
  "method": "ωB97M-V with the def2-TZVPD basis set",
  "symbols": ["H", "N", "C", "N", "N", "O", "C", "H", "H", "H", "H", "H", "H"],
  "xyz": [[-1.1815, -1.5831, 0.9943], [-0.2531, -1.1931, 1.1021], [0.1306, -0.3334, 0.2302], [1.4976, 0.1212, 0.3689], [2.0269, 1.3786, 0.0040], [-0.5518, 0.3036, -0.7119], [-1.8258, -0.3234, -0.9879], [1.8119, -0.3314, 1.2747], [1.6549, 2.0890, 0.7245], [3.1189, 1.4084, -0.0167], [-2.3077, 0.1333, -1.9014], [-1.6009, -1.4661, -0.9957], [-2.5199, -0.2035, -0.0853]],
  "forces_ev_per_a": [[0.1284, 0.2589, -0.1727], [0.4628, 0.1601, -0.6599], [1.8035, 1.0927, 1.5746], [-0.2444, -2.2883, 1.3863], [0.1730, 1.5273, 1.3843], [-0.8867, -0.2155, -0.9106], [-0.4066, -1.2597, 1.1668], [-0.3064, 1.0703, -1.4750], [1.2425, -1.1365, -1.4827], [-2.9438, -0.5655, 0.2217], [0.9407, -0.7141, 1.0188], [-0.7724, 1.9037, -0.8139], [0.8093, 0.1666, -1.2379]],
  "spin_multiplicity": 1,
  "homo_energy_ev": -8.704,
  "e_tot_ev": -8703.1457,
  "lumo_ev": 0.964
}



{
  "formula": "C2H7N3O",
  "method": "ωB97M-V with the def2-TZVPD basis set",
  "symbols": ["H", "N", "N", "N", "C", "C", "H", "H", "H", "H", "O", "H", "H"],
  "xyz": [[-3.2103, -1.2117, 0.1127], [-2.1982, -1.1638, -0.0313], [-1.7853, -0.0320, 0.3278], [-0.6674, 0.4440, 0.1439], [0.4095, 0.7981, 0.6903], [1.3572, 1.7190, 0.0067], [0.6866, 0.4209, 1.6719], [2.3362, 1.2491, -0.0643], [1.0034, 1.9575, -0.9907], [1.4692, 2.6416, 0.5763], [0.4954, -2.1180, -0.6191], [0.5558, -2.7135, -1.3682], [-0.4521, -1.9914, -0.4560]],
  "forces_ev_per_a": [[0.3498, 0.3403, 0.2898], [1.1747, -0.1058, -0.4635], [-3.5031, -0.4702, 1.2487], [2.2237, 0.8461, -1.2441], [-0.2504, -0.3115, 0.2335], [0.0348, -0.0982, -0.1144], [-0.1357, -0.0477, 0.1622], [0.1111, 0.0020, -0.0110], [-0.0264, 0.0222, -0.0780], [0.0164, 0.0291, 0.0662], [0.2681, 0.0363, 0.0961], [-0.0586, -0.0790, -0.0557], [-0.2043, -0.1636, -0.1297]],
  "spin_multiplicity": 1,
  "homo_energy_ev": -8.973,
  "e_tot_ev": -8702.5235,
  "lumo_ev": 0.793
}



{
  "formula": "C2H7N3O",
  "method": "ωB97M-V with the def2-TZVPD basis set",
  "symbols": ["H", "N", "C", "C", "O", "N", "N", "H", "H", "H", "H", "H", "H"],
  "xyz": [[-2.2375, -1.2365, -0.0956], [-1.3422, -1.1554, 0.4368], [-0.5367, -0.1599, 0.1353], [0.7336, -0.4997, 0.9088], [1.7005, -1.0379, 0.1021], [-0.9151, 0.9658, -0.4410], [0.1328, 1.8655, -1.0488], [0.1066, -1.0512, 1.8746], [1.2408, 0.4516, 1.4522], [1.0876, -1.7686, -0.5138], [-1.6757, 0.6826, -1.0919], [0.6497, 2.2594, -0.0870], [0.9146, 1.1916, -1.2485]],
  "forces_ev_per_a": [[0.6650, 0.6964, 0.3865], [-0.4871, 0.1298, -2.0449], [-1.1194, -3.7478, 3.6528], [-1.0574, 3.6026, 4.4380], [-2.5127, -4.0740, -2.9139], [0.2066, 1.6261, -2.7480], [1.8583, -0.9915, 4.0555], [2.8491, 0.5755, -2.6855], [-1.0387, -1.8434, -1.3512], [2.8744, 2.7329, 2.5242], [0.6528, 1.3550, 0.2519], [-2.0583, -0.6936, -3.0319], [-0.8326, 0.6321, -0.5333]],
  "spin_multiplicity": 1,
  "homo_energy_ev": -9.524,
  "e_tot_ev": -8701.2912,
  "lumo_ev": 0.644
}



What did the first record say?
{
  "formula": "C2H7N3O",
  "method": "ωB97M-V with the def2-TZVPD basis set",
  "symbols": ["C", "N", "N", "C", "O", "N", "H", "H", "H", "H", "H", "H", "H"],
  "xyz": [[0.0040, -0.6838, -1.0250], [-0.0344, 0.2225, -2.0428], [1.3026, 0.5491, 2.0494], [0.4607, 0.2190, 1.0573], [-1.7651, -0.1163, -0.3912], [0.8376, -0.4376, 0.0246], [-2.3661, -0.6515, 0.1369], [-0.0096, -1.7261, -1.3506], [-0.4216, 1.1034, -1.6968], [-0.6095, -0.0921, -2.8133], [0.9421, 0.8504, 2.9373], [2.2858, 0.3461, 1.9614], [-0.6265, 0.4168, 1.1527]],
  "forces_ev_per_a": [[-1.4009, 0.6757, 0.4583], [0.0162, 0.3144, -0.4286], [0.1579, 0.2290, 0.1620], [-0.7005, -0.8554, -0.2667], [0.8100, -0.5950, -0.6100], [0.4140, 0.4390, 0.4635], [0.1333, -0.3344, 0.0249], [-0.4444, 0.1767, 0.2343], [0.3683, -0.1719, -0.1317], [0.0183, -0.0473, 0.0989], [0.0793, 0.0427, -0.1568], [-0.1301, -0.0537, 0.0415], [0.6787, 0.1802, 0.1104]],
  "spin_multiplicity": 1,
  "homo_energy_ev": -8.984,
  "e_tot_ev": -8703.7869,
  "lumo_ev": 0.907
}